Computed, not measured: 3 unconnected molecules or ions with the total composition C35H79BClN5O9PS at a distorted geometry, with ωB97M-V with the def2-TZVPD basis set.

Computed properties:
**LUMO**: -4.10 eV
**HOMO energy**: -9.76 eV
**Molar mass**: 823.35 g mol⁻¹
**Total energy**: -3555.6034 hartree
**Orbital gap**: 5.66 eV

```
! RIJCOSX wB97M-V def2-TZVPD def2/J DEFGRID3
* xyz 1 1
H -5.22611 1.38846 0.49439
H 8.35671 -2.65219 3.83215
C 7.52519 -2.06615 3.21383
H 9.09567 3.53211 0.64032
C 7.26894 3.96675 2.89565
H -7.17197 -1.33162 -8.81140
C 3.85973 -4.36206 -1.84548
H 3.80825 0.50126 -0.49491
C -10.45628 -0.25764 -7.26129
H 8.42439 -1.54363 1.06676
H 6.54781 5.57184 4.39505
C -6.96440 -0.46941 -0.29072
H -7.84216 0.60869 -1.93041
O -8.28080 0.33729 -8.23307
H 4.23415 -4.59409 0.38195
H -6.45883 -0.31984 0.66872
H 1.98385 0.44864 -0.89568
O -3.30613 2.03600 -1.15160
O 2.40930 0.33041 3.88777
O -9.17026 1.00072 -3.90375
H -6.10661 2.92501 0.52140
C 6.93588 3.41797 1.38313
H 4.24379 -1.22015 2.86870
O 0.35879 -3.98291 2.34408
H -3.72776 3.33855 0.35172
C 5.08178 -3.28282 2.75560
H -0.31392 -2.10182 4.00385
H 0.74071 -1.28864 5.42117
C -5.52017 2.24874 -0.11055
H -7.54337 2.03198 -4.58695
H 6.74258 -2.93584 1.13624
H -9.39136 -1.34377 -8.84503
H -3.10587 3.20407 -2.86762
H -4.74368 -0.31150 -2.11242
H 7.22756 3.03507 3.62159
S 1.92964 -3.89687 2.46802
H -10.51004 0.78819 -6.95163
H 6.63510 4.33909 0.71777
C 4.04752 -3.68935 -0.32463
H 6.33702 6.12284 2.60496
H -10.93850 1.33446 -4.95507
C -10.48126 0.58891 -4.29661
H 9.50309 -0.94068 2.50868
C -3.20652 2.15775 -2.56097
C 2.70138 -2.47891 1.51863
H -11.46294 -0.57935 -7.55067
H 4.14348 4.81832 2.27439
H 4.08489 5.54702 4.02634
H -1.12684 0.30198 5.54335
H 1.91895 1.17643 4.11010
N -9.97029 -1.11740 -6.17784
H 5.05454 -3.15591 3.94141
C 2.81546 -0.12303 -0.25545
C 6.24721 5.18150 3.32755
H 7.18991 -4.19582 2.46818
H 6.82986 -1.44431 3.92361
H 7.99149 2.43156 -0.45335
H -5.72215 1.45728 -1.98144
H 2.21560 -1.70708 -1.75046
H 4.89274 -1.57584 1.17806
H -4.42946 3.81649 -1.19430
P 0.14664 -0.97906 0.77843
N 2.88084 -2.79319 0.01992
H -2.09822 -0.86488 1.54790
H -11.61242 -1.15309 -4.88965
N -1.30917 -1.55392 1.60961
H 2.94844 -2.99906 4.58628
C -10.56201 -0.84564 -4.86532
H 4.77667 -4.37273 2.47588
H -0.46116 1.04996 3.85294
H -1.57967 -2.47743 1.16611
C -8.31734 1.36715 -4.97527
C 1.76471 -1.10909 1.73847
H 3.44190 -5.45963 -1.89064
H -8.85026 1.89440 -5.77237
C 8.83774 1.41629 1.49156
H -6.26531 0.02859 -8.12177
C 2.24466 -3.92588 4.32552
H -7.88987 -1.00392 -0.05607
H 3.19110 3.18385 4.12883
C 7.67152 0.39351 2.05672
Cl 1.55069 -3.74530 -0.64784
O 2.64641 -0.02278 1.18833
C 4.24180 -2.08319 2.04311
H 4.73541 2.46058 3.17001
C 8.23983 2.71893 0.67320
H 7.36052 0.67102 3.15360
H -10.05661 -1.51363 -4.15388
H 3.97896 -4.41034 -3.81114
C -4.84913 -1.00989 -1.28184
H 6.01166 2.66870 1.40071
H 4.23859 2.80160 6.24559
H 6.71292 0.38756 1.37797
H -4.29427 -1.91024 -1.55260
H 9.56646 1.72289 2.37894
H -1.82463 -0.25576 3.88424
H -0.83421 0.93766 -0.05402
C -7.37112 0.85800 -0.96929
O -6.21421 -1.35760 -1.12196
H 5.09630 -3.12183 -0.38947
B 1.45661 -0.66700 3.27098
H -4.06501 1.71148 -3.05922
C 4.65861 4.76245 3.33458
C -7.19037 -0.54967 -8.04512
H -4.41118 -0.60304 -0.36530
C 6.68163 -3.13053 2.29360
H 8.36552 4.39994 2.88510
H 2.82617 -4.88513 4.67993
N -6.33033 1.84618 -1.26417
H -8.96129 -1.01405 -6.09497
H -7.81027 0.48167 -5.35936
C -0.81200 0.08093 4.41946
C -9.53157 -0.31957 -8.48928
H -8.14223 1.33994 -0.35971
H -7.21602 -1.00595 -7.05741
H 5.77398 3.90238 5.76897
H 4.05989 -1.57595 -1.49386
O 2.40041 -5.33447 2.01643
C 0.30288 -1.16213 4.31786
O -0.13237 0.77790 0.66134
C 5.07713 3.00030 5.42465
C 3.03288 -1.60447 -0.88271
H 9.49637 0.80952 0.73001
H 1.25129 -3.75654 4.94377
N 4.21606 -3.74332 -3.01686
C 4.36911 3.27076 3.96596
C -4.22704 2.95785 -0.54856
H -10.00842 0.24433 -9.30129
H -11.07658 0.60170 -3.37864
H 5.76447 2.04128 5.28779
C 8.39565 -1.10291 2.15957
H -2.31343 1.61678 -2.88615
*
```



Computed, not measured: 7 unconnected molecules or ions with the total composition C35H81N3O11 at a distorted geometry, with ωB97M-V with the def2-TZVPD basis set.

Computed properties:
**LUMO**: 0.22 eV
**HOMO energy**: -7.96 eV
**Molar mass**: 720.04 g mol⁻¹
**Total energy**: -2373.6497 hartree
**Orbital gap**: 8.18 eV
**SMILES**: CC1(C)CCCC(C)(C)N1O.CC1(C)CCCC(C)(C)N1O.CC1(C)CCCC(C)(C)N1O.OCCO.OCCO.OCCO.OCCO
**Energy above the lowest of the compared OMol25 structures with the same formula, charge and spin**: 5.1816 eV

```
! RIJCOSX wB97M-V def2-TZVPD def2/J DEFGRID3
* xyz 0 1
O -10.16425 -15.40387 -19.33100
C -12.39805 -19.39277 -10.04116
H -7.44425 -9.09531 -19.38598
H -6.27248 -16.56193 -14.30008
N -5.04731 -7.66946 -19.62028
H -14.97558 -5.18776 -15.38046
N -11.74571 -17.08003 -9.28411
H -9.56576 -19.56689 -10.30313
O -12.07219 -6.38956 -14.29924
O -8.97770 -12.33430 -12.21257
H -3.67942 -5.61104 -21.01745
H -1.15574 -16.77249 -16.64058
H -3.58392 -12.31315 -14.47853
C -6.19542 -7.26117 -18.77010
H -10.01951 -19.28572 -8.67995
H -7.99560 -5.66641 -21.16748
H -5.98621 -9.21226 -21.69016
C -9.37513 -11.48323 -13.28202
C -14.36920 -5.76653 -13.61118
H -2.79935 -7.22374 -20.74984
C -7.38514 -6.53040 -20.90485
H -8.60740 -18.26621 -21.30681
H -12.29143 -20.03424 -10.91594
C -7.19862 -6.20218 -19.39493
H -9.53019 -13.36033 -16.06256
H -9.82601 -16.42098 -21.74827
C -4.13082 -16.55749 -14.68035
C -2.94235 -12.83743 -15.18676
H -8.48121 -11.01065 -13.68908
H -5.65323 -14.20813 -14.74679
N -4.03375 -15.07753 -14.69661
H -3.74031 -16.88518 -16.84885
H -12.58225 -14.73319 -8.34469
H -8.18529 -6.33010 -18.94972
H -4.70510 -12.44264 -5.40940
H -1.26228 -13.56994 -13.34338
H -6.48084 -11.34473 -8.61463
H -1.60080 -15.24377 -12.97277
C -1.77016 -16.40357 -15.81931
H -14.16545 -18.87447 -10.99695
H -14.81319 -4.92749 -13.07548
H -8.14818 -16.14735 -21.93718
H -4.98558 -10.89256 -7.96211
H -7.71480 -7.54931 -21.10798
H -10.80882 -15.85584 -10.18501
C -9.98661 -12.32409 -14.42921
H -14.37965 -15.06282 -10.51449
H -0.71973 -14.70284 -15.74929
O -6.63783 -10.58175 -6.74020
O -4.52133 -12.83699 -6.26515
H -14.39150 -19.82747 -9.45456
H -14.10565 -17.99535 -8.07781
C -9.03570 -15.20700 -20.14255
C -13.87880 -19.00507 -9.95346
C -5.93566 -11.34042 -7.67077
H -9.20980 -18.02795 -9.51161
H -6.28603 -13.35742 -6.50508
C -9.97278 -18.79372 -9.65148
H -8.17507 -15.00680 -19.50432
H -8.15495 -12.76714 -12.45205
H -15.07503 -17.26411 -9.33070
H -5.64935 -5.36209 -21.58310
H -13.30515 -15.81261 -7.17755
C -5.62284 -6.72904 -17.48985
H -3.12889 -18.07627 -15.99199
H -5.01060 -7.51147 -17.04143
O -5.12013 -14.52034 -14.01199
H -10.53811 -16.25225 -19.58010
O -8.61061 -17.56849 -20.64744
H -2.02358 -12.26781 -15.32647
C -5.61844 -12.77610 -7.14108
C -13.12505 -16.51041 -9.33318
H -6.24989 -9.27261 -18.19680
H -5.90705 -16.77878 -15.97244
H -6.29979 -6.64827 -22.59066
C -4.92819 -7.32841 -21.02137
C -5.09145 -8.62190 -21.88763
O -10.76697 -16.09650 -9.25661
C -5.55747 -17.03587 -14.97255
H -5.11657 -5.76841 -17.58461
H -6.60356 -9.69684 -7.11081
H -12.42766 -6.70232 -15.13436
H -13.77974 -16.41455 -11.40342
H -4.15484 -16.77138 -12.49790
H -12.08534 -20.02871 -9.21297
H -4.31855 -9.32375 -21.57438
C -11.37066 -17.90276 -11.67575
H -7.80537 -8.46173 -17.81927
H -12.72354 -14.92657 -10.72512
C -13.49695 -15.68989 -10.63987
H -5.62540 -18.12262 -15.02222
H -14.43261 -6.70135 -13.05424
C -1.78482 -14.92581 -15.81230
C -12.88047 -5.37157 -13.70589
H -2.77126 -14.16384 -12.53871
C -6.01387 -6.38926 -21.57122
H -6.21631 -6.43458 -16.62430
H -12.39317 -17.79731 -12.03832
C -3.64705 -17.22806 -13.34742
H -2.58313 -16.99151 -13.36233
C -3.60868 -6.67701 -21.23376
C -3.23520 -16.99633 -15.88936
H -9.99732 -10.62011 -13.04538
H -14.35183 -15.03147 -8.42034
H -12.49297 -5.13847 -12.71412
H -9.22451 -14.23770 -20.60394
C -2.75665 -14.35803 -14.74319
H -10.78743 -12.95331 -14.04079
O -14.91848 -6.01735 -14.90076
H -5.38447 -13.28579 -8.07574
H -12.57627 -4.44815 -14.19870
H -3.26853 -6.75923 -22.26606
C -2.05111 -14.32215 -13.34147
H -4.86360 -9.48676 -19.23256
C -14.09363 -17.69120 -9.12445
C -6.99915 -8.56212 -18.54593
H -3.72114 -18.31348 -13.41417
H -11.06148 -18.77112 -12.25752
H -10.75439 -17.01159 -11.79459
H -3.40510 -12.88617 -16.17246
C -8.90201 -16.34502 -21.17508
H -2.13767 -14.40245 -16.70096
H -10.47870 -11.53517 -14.99804
C -13.37570 -15.46817 -8.20929
H -4.95138 -8.57584 -22.96762
C -11.33401 -18.30150 -10.15916
H -1.35108 -16.93835 -14.96697
H -6.85655 -5.19661 -19.15019
O -9.08469 -13.04421 -15.27313
O -4.24008 -8.76400 -19.13036
*
```



Computed, not measured: 11 unconnected molecules or ions with the total composition C35H82F3N5O15 at a distorted geometry, with ωB97M-V with the def2-TZVPD basis set.

Computed properties:
**LUMO**: -3.21 eV
**HOMO energy**: -8.30 eV
**Molar mass**: 870.06 g mol⁻¹
**Total energy**: -3084.6242 hartree
**Orbital gap**: 5.08 eV
**Energy above the lowest of the compared OMol25 structures with the same formula, charge and spin**: 0.0000 eV

```
! RIJCOSX wB97M-V def2-TZVPD def2/J DEFGRID3
* xyz 0 1
O -4.16979 -0.93879 -0.62298
C 0.66003 -1.55390 -0.19457
H -2.00629 2.84501 -3.81712
H 3.22868 1.42622 -0.28055
H 1.71824 1.49614 3.68814
N -3.69405 0.84927 1.47462
H 3.48117 3.22964 -2.75219
C -0.23531 -6.71748 -2.71684
H -3.36668 -1.86511 1.49350
H -3.37838 -5.56978 -4.66431
C 2.22348 1.27120 2.74458
H 0.88702 -1.67958 -3.52075
O 4.11472 1.76533 -0.42078
H 1.68165 2.42768 -1.78560
H 1.17665 -3.18714 -4.20038
H -0.48890 4.56870 4.10530
H -4.88777 3.08453 2.94880
H -0.67441 -5.05244 -3.97052
H -4.73874 4.05584 1.45041
H 1.46157 -4.93948 -1.20294
C -0.71759 3.72016 2.40304
H 6.48627 -1.54664 -0.23203
H 5.05888 3.47266 -0.73186
O 1.24362 0.45688 -1.62927
H -5.58609 -1.34304 -2.55910
C 4.02771 3.12021 -0.62922
H -5.28558 2.61039 -1.01927
H 5.81327 -0.97757 2.12698
N -4.60121 -1.42463 -2.76407
H -5.75211 -0.72200 3.62823
O 0.19013 1.21794 -4.29045
H -3.45807 0.08105 4.83410
H 4.41759 -2.89405 0.80211
H 1.50854 -6.16861 -3.61382
N 3.60857 6.89758 0.21005
H -1.28939 -0.12538 -3.83020
H 3.22639 4.71542 -1.84367
F 0.41237 -2.24991 -1.32078
H -4.37966 -6.30282 -3.38950
H -0.54446 -4.69060 -2.26138
C -1.20141 0.85590 -4.29840
H 3.16757 0.81928 3.04616
C 1.24908 0.48960 1.90900
C -2.07840 1.80511 -3.48134
O 4.75370 -2.54530 1.63482
C -4.37657 3.18196 1.99204
H -4.24763 -1.39529 -3.70687
O 1.89402 6.78830 1.70350
O 1.64536 0.62986 0.52060
H 3.00223 -5.81754 -1.48467
H -6.26994 0.73934 0.34230
H -3.60002 -2.03734 3.22587
H 1.60941 -0.76963 -5.59717
H -5.60284 -1.05144 1.83563
H -0.23430 0.33534 -0.23055
H 1.79011 -7.56580 -2.69529
H 4.94847 5.55077 1.95318
H -0.74617 -7.20379 -1.88050
H -3.87936 1.67289 4.19947
H -0.29423 4.57341 0.41152
H -3.74163 3.21856 -0.44959
H -6.43193 1.47387 3.31076
O 2.54868 -1.32792 6.77438
C 3.17029 3.62690 -1.78376
C -4.64066 1.97900 1.05290
H -1.59886 0.73866 -5.30681
C -0.35114 3.61799 0.93078
H 3.81564 3.66180 0.29985
C 5.05781 -1.20567 1.37455
H 4.57310 6.65251 0.06030
C -5.41936 -0.35818 2.65645
H 5.99374 0.02799 -0.11249
H 2.15952 1.09168 6.86846
O 1.21370 -1.64476 -5.53210
C 3.22708 -0.48262 6.19204
H -3.33552 3.41171 2.22355
C -2.45821 -5.41607 -2.72905
H -2.37977 1.02450 3.77406
H -0.41494 -7.49762 -3.46075
O 1.79910 3.36682 -1.58155
H 0.55305 1.02598 -3.41644
O -1.65851 1.80852 -2.16567
C -3.79711 -1.25179 -1.74260
F 1.80931 -2.02302 0.30179
H -7.44428 0.52552 2.30155
C -4.40174 2.35035 -0.43852
C -3.89103 -0.01387 2.64680
C -3.21495 -1.37206 2.45155
H -2.52943 -5.95088 -1.77926
H -2.15433 -1.32853 2.70198
C -6.40117 0.81498 2.44169
H -2.07431 -1.86596 -2.94496
H -3.85340 1.59245 -0.99629
H 1.67389 -6.48954 -0.53233
H -1.81029 -0.70447 -1.58477
H 0.22914 0.84921 2.05984
C 3.98255 5.83841 2.36594
H 1.27309 -0.54582 2.25313
C 0.78429 -0.00790 -0.45491
H 3.52592 4.96996 2.83585
H 0.64224 3.16798 0.96114
C -2.32634 -1.60477 -1.91768
H 5.20763 -0.24692 5.21255
O 3.35724 -0.66579 -3.72174
H 2.40798 2.30031 2.42949
H -6.79402 2.29606 1.03045
H 4.12309 -0.63889 1.40343
H -1.07487 2.95888 0.45365
F -0.26712 -1.82989 0.72915
C -0.93603 -5.41829 -2.97518
H 4.73642 -1.84969 6.00145
N -0.26028 4.71589 3.13273
C -6.09394 1.46638 1.13560
C 5.57162 -0.97746 -0.04970
H -3.00861 -7.18907 -3.85563
H -3.15192 1.63453 -3.58962
C -3.41256 0.71989 3.95363
H 3.45704 1.55050 5.87240
O 4.68101 -1.30330 -1.09180
H -0.69955 1.91097 -2.15879
H 3.34706 -2.65393 -3.02693
C 1.29968 -6.59268 -2.62878
O -1.41474 2.87476 2.97508
H -2.12463 -2.46579 -1.28242
H 4.12152 -1.27812 4.41309
C 3.07498 6.60640 1.41343
C 4.43081 -0.98440 5.41742
O -2.52346 0.83196 0.91616
C 3.06286 -2.06508 -3.90108
C 1.91852 -5.90578 -1.42176
C 1.54297 -2.15938 -4.25042
H 0.51091 5.33595 2.93090
H 4.02406 -0.60995 -1.21377
H 3.67784 -2.46839 -4.70557
H -2.79346 -4.39074 -2.57220
H 3.03091 7.37755 -0.46221
H 4.07997 6.66105 3.07809
N 2.89328 0.80125 6.24094
C -3.35988 -6.16231 -3.75007
H 2.75331 -0.34893 -3.03679
*
```